25
Properties=species:S:1:pos:R:3 method="wB97M-V/def2-TZVPD" relative_energy_kj_mol=41.6 multiplicity=4 mol_weight_g_mol=195.06 orbital_gap_ev="8.52 / 12.36" s2=3.752 total_charge=+2
V -0.0233 0.0972 0.0039
O 0.2612 1.1220 -2.0383
H 0.5973 0.6896 -2.8259
H 0.5157 2.0547 -2.1303
O 0.3689 -1.7364 -1.3829
H 1.0663 -1.6118 -2.0936
H -0.3487 -2.1996 -1.8267
O -0.8778 -1.8891 0.9806
H -1.8437 -2.0126 1.0439
H -0.5289 -2.7129 1.3653
O -1.4328 0.6682 1.6696
H -2.0342 1.4158 1.4707
H -1.8750 0.1204 2.2723
O 1.1997 -0.3487 2.0225
H 0.7989 0.1816 2.7868
H 1.4328 -1.1766 2.4883
O 0.5568 2.2290 0.4781
H 0.8117 2.9204 -0.1596
H 0.6600 2.5457 1.3756
O 2.3390 0.0218 -0.6829
H 2.8343 0.3209 -1.4470
H 3.0249 -0.6075 -0.3326
O -2.1523 -0.0206 -0.8601
H -3.0081 -0.0866 -0.3947
H -2.3426 0.0151 -1.7831